11 unconnected molecules or ions with the total composition C42H88N2O18 at a distorted geometry, computed with ωB97M-V/def2-TZVPD.

Its charge is +1. As for the HOMO-LUMO gap (spin up / spin down): 8.1 / 1.6 eV. The value obtained for the LUMO energy (spin up / spin down) is -2.5 / -9.0 eV. Its spin multiplicity is 2. For the HOMO energy (spin up / spin down), the calculation gives -10.5814 / -10.5812 eV. The expectation value of S² is 0.756.

Element x y z (Å)
1 C 0.311 -0.370 2.139
2 N 0.329 -0.349 0.652
3 O 1.440 -0.317 0.066
4 O -0.722 -0.395 0.042
5 H -0.712 -0.233 2.489
6 H 0.845 0.515 2.487
7 H 0.864 -1.275 2.393
8 C -2.760 -2.270 -2.174
9 N -2.894 -3.682 -1.661
10 O -3.840 -3.911 -0.955
11 O -1.969 -4.435 -1.945
12 H -3.631 -2.004 -2.773
13 H -1.913 -2.280 -2.859
14 H -2.429 -1.567 -1.410
15 C -3.402 0.858 3.342
16 O -3.037 -0.376 3.909
17 C -2.597 -0.316 5.301
18 C -2.033 -1.684 5.703
19 O -0.747 -1.888 5.088
20 C -0.323 -3.165 5.344
21 H -2.599 1.556 3.576
22 H -4.283 1.248 3.851
23 H -3.716 0.822 2.298
24 H -3.422 0.044 5.917
25 H -1.721 0.332 5.296
26 H -2.722 -2.460 5.370
27 H -2.069 -1.626 6.791
28 H -1.005 -3.881 4.885
29 H -0.275 -3.372 6.413
30 H 0.686 -3.237 4.938
31 C 0.568 -3.737 0.725
32 O -0.758 -3.399 0.492
33 C -1.538 -3.390 1.634
34 C -1.821 -4.811 2.157
35 O -0.732 -5.399 2.758
36 C -0.934 -6.744 3.069
37 H 0.613 -4.826 0.697
38 H 0.992 -3.268 1.613
39 H 1.086 -3.440 -0.186
40 H -2.533 -3.103 1.296
41 H -1.247 -2.726 2.448
42 H -2.320 -5.482 1.458
43 H -2.472 -4.749 3.029
44 H 0.000 -7.206 3.389
45 H -1.220 -7.385 2.235
46 H -1.751 -6.931 3.766
47 C 5.101 -2.588 2.393
48 O 5.376 -2.703 0.976
49 C 4.183 -2.893 0.269
50 C 4.470 -2.932 -1.274
51 O 5.378 -3.964 -1.588
52 C 5.808 -3.953 -2.932
53 H 4.847 -3.452 3.007
54 H 4.257 -1.916 2.548
55 H 5.981 -2.107 2.821
56 H 3.496 -2.070 0.467
57 H 3.601 -3.760 0.582
58 H 4.870 -1.950 -1.526
59 H 3.519 -3.000 -1.804
60 H 6.441 -4.806 -3.172
61 H 6.341 -3.034 -3.175
62 H 4.864 -4.067 -3.466
63 C -4.331 0.278 -0.460
64 O -5.026 1.199 0.362
65 C -6.410 1.420 0.061
66 C -6.752 2.336 -1.180
67 O -6.516 3.697 -1.035
68 C -7.398 4.425 -0.214
69 H -4.613 -0.737 -0.180
70 H -3.298 0.406 -0.137
71 H -4.364 0.492 -1.529
72 H -6.938 1.828 0.922
73 H -6.878 0.448 -0.098
74 H -7.805 2.205 -1.428
75 H -6.134 2.119 -2.051
76 H -7.512 3.997 0.782
77 H -8.401 4.547 -0.622
78 H -6.937 5.400 -0.057
79 C 5.509 0.979 0.706
80 O 5.282 1.882 -0.403
81 C 4.300 1.421 -1.250
82 C 4.166 2.262 -2.600
83 O 5.322 2.149 -3.261
84 C 5.503 3.060 -4.271
85 H 6.022 0.085 0.349
86 H 4.610 0.611 1.199
87 H 6.086 1.353 1.551
88 H 3.316 1.407 -0.781
89 H 4.528 0.405 -1.570
90 H 3.962 3.290 -2.300
91 H 3.348 1.895 -3.219
92 H 4.609 3.116 -4.892
93 H 6.311 2.809 -4.958
94 H 5.710 4.079 -3.944
95 C 1.655 3.171 0.736
96 O 0.480 2.604 1.403
97 C -0.600 3.529 1.521
98 C -1.256 3.764 0.188
99 O -2.493 4.365 0.620
100 C -3.494 4.541 -0.366
101 H 1.429 2.916 -0.299
102 H 2.626 2.777 1.034
103 H 1.687 4.261 0.766
104 H -0.335 4.497 1.944
105 H -1.419 3.135 2.122
106 H -1.595 2.809 -0.213
107 H -0.696 4.375 -0.521
108 H -4.442 4.764 0.124
109 H -3.520 3.633 -0.968
110 H -3.435 5.375 -1.065
111 C -0.565 1.293 -3.374
112 O -1.191 2.435 -3.881
113 C -2.651 2.406 -3.735
114 C -3.376 3.517 -4.490
115 O -2.906 3.516 -5.860
116 C -3.055 4.745 -6.507
117 H -1.100 0.388 -3.659
118 H -0.430 1.120 -2.307
119 H 0.394 1.233 -3.890
120 H -3.030 2.546 -2.723
121 H -3.050 1.498 -4.188
122 H -3.088 4.458 -4.021
123 H -4.444 3.338 -4.369
124 H -2.947 4.585 -7.580
125 H -2.288 5.382 -6.067
126 H -4.025 5.207 -6.325
127 C 2.631 2.792 4.166
128 C 3.933 2.372 3.911
129 C 4.308 1.092 4.266
130 C 3.407 0.148 4.799
131 C 2.062 0.570 4.873
132 C 1.727 1.866 4.516
133 H 2.384 3.833 4.020
134 H 4.762 2.955 3.537
135 H 5.348 0.805 4.238
136 H 3.753 -0.819 5.134
137 H 1.241 -0.039 5.221
138 H 0.698 2.189 4.570
139 C 1.988 -1.063 -3.263
140 C 2.931 -1.090 -4.339
141 C 2.861 -2.118 -5.224
142 C 2.021 -3.209 -4.984
143 C 1.063 -3.149 -4.005
144 C 1.021 -2.046 -3.159
145 H 1.852 -0.263 -2.550
146 H 3.624 -0.262 -4.370
147 H 3.548 -2.248 -6.047
148 H 1.967 -3.979 -5.740
149 H 0.416 -4.006 -3.882
150 H 0.224 -1.871 -2.451